No. 1
Density functional theory data (ωB97M-V/def2-TZVPD) for C3H2N2O2 in the gas phase.

Strongest force on any atom   0.66 eV Å⁻¹
Electronic energy   -375.35795 a.u.
M   98.1 g mol⁻¹
Kohn-Sham gap   8.33 eV

Structure (XYZ):
```
9
C3H2N2O2 ωB97M-V/def2-TZVPD
N 1.6569 1.9406 -0.9325
C 0.8686 0.9958 -0.9783
C 0.1484 -0.0482 -1.1795
N -0.5909 -1.0537 -1.2221
O -1.4389 -1.1816 -0.0662
C -0.8643 -1.0589 1.1538
O 0.2778 -0.7922 1.3989
H 1.5790 2.4876 -0.0718
H -1.6472 -1.2617 1.8988
```


No. 2
Density functional theory data (ωB97M-V/def2-TZVPD) for C3H2N2O2 in the gas phase at a distorted geometry.

Strongest force on any atom   1.13 eV Å⁻¹
Electronic energy   -375.45244 a.u.
M   98.1 g mol⁻¹
Kohn-Sham gap   11.82 eV

Structure (XYZ):
```
9
C3H2N2O2 ωB97M-V/def2-TZVPD
N -0.3944 1.6353 -0.6798
C 0.3003 0.6553 -0.3394
O 0.3008 0.0198 0.8866
C -0.5664 -1.0174 1.0258
O -1.3869 -1.3152 0.2112
C 1.9714 -0.4307 -1.9405
N 1.2417 0.0988 -1.1815
H -1.0881 1.8597 0.0320
H -0.3783 -1.5056 1.9856
```


No. 3
Density functional theory data (ωB97M-V/def2-TZVPD) for 2 unconnected molecules or ions with the total composition C3H2N2O2 at a distorted geometry.

Strongest force on any atom   3.66 eV Å⁻¹
Electronic energy   -375.31168 a.u.
M   98.1 g mol⁻¹
Kohn-Sham gap   10.71 eV

Structure (XYZ):
```
9
C3H2N2O2 ωB97M-V/def2-TZVPD
C 1.1630 0.2848 -1.1391
C 1.7153 -0.6859 -0.6349
C 2.3484 -1.5489 0.2304
N 2.8981 -2.4162 0.7511
H 0.5893 0.8790 -1.7676
O -1.6634 -2.1053 -1.0293
N -1.5205 -2.4880 0.1070
O -1.2651 -1.3992 0.9471
H -1.1638 -1.5220 1.9049
```


No. 4
Density functional theory data (ωB97M-V/def2-TZVPD) for a molecular structure, C3H2N2O2.

Strongest force on any atom   0.67 eV Å⁻¹
Electronic energy   -375.43891 a.u.
M   98.1 g mol⁻¹
Kohn-Sham gap   10.91 eV

Structure (XYZ):
```
9
C3H2N2O2 ωB97M-V/def2-TZVPD
O -1.2775 0.6432 -2.0320
C -0.4156 -0.1339 -1.7337
C -0.0864 -0.3108 -0.2960
N -0.7813 -0.4245 0.7842
C 0.0957 0.0995 1.7005
N 1.2374 0.4978 1.2201
O 1.1403 0.2010 -0.1131
H 0.2816 -0.5993 -2.4451
H -0.1478 0.2228 2.7433
```


No. 5
Density functional theory data (ωB97M-V/def2-TZVPD) for C3H2N2O2 in the gas phase at a distorted geometry.

Strongest force on any atom   1.60 eV Å⁻¹
Electronic energy   -375.41349 a.u.
M   98.1 g mol⁻¹
Kohn-Sham gap   10.17 eV

Structure (XYZ):
```
9
C3H2N2O2 ωB97M-V/def2-TZVPD
H 2.3963 -0.9460 -0.4311
N 1.6644 -1.4434 -0.9361
C 0.5082 -1.0245 -0.7577
N -0.9626 -1.3748 -1.2584
C -0.6941 -0.4350 -0.4551
O -1.3946 0.5008 0.2076
C -0.6706 1.3506 1.0040
O 0.5128 1.3151 1.1462
H -1.3598 2.0570 1.4807
```


No. 6
Density functional theory data (ωB97M-V/def2-TZVPD) for C3H2N2O2 in the gas phase.

Strongest force on any atom   0.66 eV Å⁻¹
Electronic energy   -375.37031 a.u.
M   98.1 g mol⁻¹
Kohn-Sham gap   10.01 eV

Structure (XYZ):
```
9
C3H2N2O2 ωB97M-V/def2-TZVPD
O 1.1669 -0.6412 -2.1306
C 0.8689 -1.0726 -1.0476
C 0.6324 -0.1422 0.1420
O 1.5340 0.4349 0.6879
N -0.7221 -0.1584 0.5821
C -1.3802 1.0947 0.6885
N -0.8754 0.8646 1.7925
H 0.7870 -2.1560 -0.8383
H -2.0115 1.7763 0.1236
```


LUMO for the records above, in order: -1.047, 0.129, -0.133, -0.191, 0.273, -0.026 eV
ΔE to the lowest compared entry with this formula, charge and spin for the records above, in order: 96.37, 37.08, 125.41, 45.57, 61.52, 88.62 kcal/mol
Highest occupied orbital energy for the records above, in order: -9.38, -11.69, -10.84, -11.10, -9.89, -10.04 eV